1.
Below is a molecular structure, C51H51F6LiN2O3PSiTe at a distorted geometry, with properties calculated with ωB97M-V/def2-TZVPD.

Each line ends with the Löwdin charge.
Positions of all 117 atoms, in Å:
Te 1.159 -0.756 0.894  1.952
P -0.751 3.736 -0.900  0.174
Si -3.727 0.589 -0.184  0.924
F -1.033 3.029 -2.327  -0.148
F -2.318 3.943 -0.689  -0.122
F -0.445 4.344 0.553  -0.135
F 0.837 3.417 -1.105  -0.178
F -0.575 5.169 -1.590  -0.129
F -0.855 2.207 -0.201  -0.271
O 0.534 -2.727 -1.914  -0.031
O 2.282 1.086 -0.468  -0.370
O 4.641 3.384 -1.904  -0.076
N 4.754 0.556 -2.009  0.061
N 0.202 -0.714 -0.806  -0.264
C 2.348 -2.416 1.725  -0.252
C 4.827 -5.128 4.006  -0.053
C 5.268 1.879 1.455  -0.067
C -0.601 -1.427 1.984  -0.288
C -5.622 -2.916 -2.597  -0.106
C -2.430 -0.054 -4.925  -0.092
C -1.447 0.759 -4.382  -0.075
C -4.129 -2.481 4.239  -0.050
C -5.357 2.930 -0.536  -0.117
C -2.353 -0.837 3.541  -0.036
C 2.947 -3.725 -0.384  -0.044
C 2.566 2.467 1.423  -0.061
C 3.752 -4.372 1.855  -0.020
C -2.294 -3.021 2.610  -0.024
C -4.646 2.106 0.343  -0.342
C 3.195 3.406 -3.831  -0.025
C 3.992 1.328 -2.883  -0.181
C 0.081 -1.579 -1.816  -0.597
C 4.373 4.754 -1.697  -0.073
C 3.339 0.661 -3.920  -0.034
C 2.598 -2.186 3.098  -0.286
C 3.927 2.738 -2.862  -0.217
C -1.228 -0.474 2.803  -0.340
C -5.925 4.115 -0.106  -0.096
C -4.601 -3.128 -1.679  -0.101
C 3.964 -4.189 3.208  -0.272
C -1.153 -2.713 1.879  -0.277
C 4.508 1.454 0.341  -0.177
C 3.392 -3.079 3.807  -0.024
C -6.091 -1.625 -2.807  -0.105
C -0.568 -3.789 1.010  -0.041
C 2.629 1.339 -4.898  -0.115
C -0.615 0.267 -3.389  -0.043
C -5.113 3.706 2.111  -0.093
C 2.988 -3.489 1.092  -0.286
C -4.516 -0.752 -1.178  -0.337
C 4.715 2.603 2.493  -0.136
C 2.545 2.717 -4.846  -0.101
C 3.363 2.932 2.462  -0.112
C -2.548 -1.375 -4.513  -0.088
C 3.084 1.691 0.377  -0.428
C -4.544 2.521 1.678  -0.118
C -4.047 -2.063 -0.993  -0.125
C -5.799 4.518 1.217  -0.096
C 5.157 0.753 -0.697  -0.062
C 2.047 -1.013 3.872  -0.075
C -0.764 -1.040 -2.940  -0.148
C -1.708 -1.872 -3.530  -0.035
C -0.769 0.960 2.929  -0.063
C -5.552 -0.561 -2.104  -0.108
C -2.903 -2.103 3.454  -0.269
Li 0.588 1.358 -0.873  0.512
H 4.968 -0.352 -2.385  0.125
H -6.220 5.459 1.546  0.095
H -0.159 1.105 3.825  0.089
H 6.328 1.648 1.466  0.099
H -1.775 -2.900 -3.202  0.113
H -0.192 1.286 2.071  0.015
H -5.938 0.439 -2.267  0.087
H 1.971 3.266 -5.581  0.097
H 3.576 -2.889 4.859  0.116
H 2.458 -1.002 4.881  0.081
H 4.734 5.365 -2.532  0.088
H 0.964 -1.090 3.954  0.063
H 2.139 0.783 -5.687  0.099
H 3.304 4.932 -1.551  0.097
H -4.006 1.897 2.383  0.079
H 4.206 -5.221 1.354  0.111
H 5.150 -5.975 3.402  0.071
H -4.613 -1.602 4.662  0.072
H -5.434 2.654 -1.582  0.094
H 5.334 2.908 3.329  0.085
H -6.888 -1.451 -3.520  0.096
H 3.368 -4.700 -0.632  0.078
H 6.114 0.291 -0.479  0.105
H -3.244 -2.234 -0.283  0.086
H 1.942 -3.667 -0.784  0.038
H -4.238 -4.134 -1.501  0.100
H 5.716 -4.610 4.372  0.080
H -5.024 4.002 3.149  0.098
H -4.845 -2.997 3.598  0.078
H -2.854 0.011 0.833  -0.018
H -0.131 -3.387 0.101  0.038
H 0.208 -4.338 1.550  0.089
H -3.864 -3.155 5.057  0.079
H 3.523 -2.959 -0.911  0.090
H -3.102 0.338 -5.678  0.096
H -6.461 4.743 -0.808  0.099
H 4.911 5.027 -0.791  0.094
H -2.822 -0.095 4.181  0.118
H 4.285 -5.505 4.875  0.078
H 1.515 2.735 1.386  0.087
H 0.167 0.886 -2.973  0.089
H -3.307 -2.012 -4.950  0.097
H -1.334 1.784 -4.712  0.104
H 2.927 3.530 3.254  0.093
H 2.296 -0.057 3.403  0.062
H 3.384 -0.423 -3.944  0.112
H -2.723 -4.014 2.517  0.119
H -1.341 -4.503 0.721  0.082
H -1.629 1.625 3.007  0.077
H 3.127 4.484 -3.806  0.102
H -6.045 -3.747 -3.149  0.094

Atomic forces in eV per Å
Te -0.4 -1.0 0.9
P -0.1 0.4 -0.2
Si 0.4 0.1 -0.6
F 0.0 0.1 0.0
F 0.0 0.0 0.1
F 0.0 -0.1 0.0
F 0.0 0.0 0.0
F -0.1 -0.1 0.0
F -0.3 0.2 0.2
O -0.2 0.1 0.1
O 0.8 0.2 -0.1
O 0.1 -0.2 0.1
N 0.0 0.1 0.2
N 0.1 0.3 -0.2
C 0.3 0.1 0.1
C -0.1 0.0 0.0
C 0.0 0.0 -0.2
C -0.1 0.2 0.1
C 0.0 0.1 0.0
C 0.0 0.0 -0.1
C 0.0 0.1 0.0
C 0.1 0.0 -0.1
C 0.1 -0.2 -0.1
C 0.0 -0.1 0.0
C -0.1 0.0 -0.1
C 0.0 0.2 0.0
C 0.0 0.0 0.1
C 0.0 0.0 0.0
C -0.2 -0.1 0.2
C -0.1 0.0 0.0
C -0.1 0.0 -0.1
C 0.2 -0.4 0.1
C 0.0 0.1 0.1
C 0.0 0.0 0.1
C -0.1 0.1 -0.1
C 0.0 -0.1 0.0
C 0.1 0.0 0.0
C -0.1 0.1 0.0
C 0.0 -0.1 -0.1
C 0.0 0.0 0.0
C 0.1 0.0 0.0
C -0.4 0.0 0.1
C 0.0 -0.1 -0.1
C -0.1 -0.1 -0.1
C 0.0 0.0 0.0
C 0.0 0.0 -0.1
C -0.1 -0.2 0.0
C 0.0 0.1 0.0
C -0.1 0.1 -0.1
C -0.3 -0.1 0.1
C 0.1 0.0 0.2
C -0.1 0.0 0.0
C 0.0 0.0 0.0
C 0.0 -0.1 0.1
C 0.2 -0.1 -0.1
C 0.1 -0.1 -0.1
C 0.1 0.2 0.1
C 0.0 -0.1 0.0
C 0.0 -0.1 -0.1
C 0.0 0.0 -0.1
C 0.1 0.2 0.0
C 0.0 0.0 0.0
C 0.0 -0.1 0.0
C 0.1 0.2 0.1
C 0.0 0.1 0.0
Li 0.0 0.0 -0.7
H 0.1 0.0 0.0
H 0.0 0.0 0.0
H 0.1 0.0 0.0
H 0.0 0.0 0.0
H 0.0 0.0 0.0
H 0.0 0.2 0.0
H 0.0 0.0 0.0
H 0.0 0.0 0.0
H 0.0 0.0 0.0
H 0.0 0.0 0.0
H 0.0 0.0 0.0
H 0.0 0.1 0.0
H 0.0 0.0 0.0
H 0.0 0.0 0.0
H 0.0 0.0 0.0
H 0.0 0.0 0.0
H 0.0 0.0 0.0
H 0.0 0.0 0.0
H 0.0 0.0 0.0
H 0.0 0.0 0.0
H 0.0 0.0 0.0
H 0.1 0.0 0.0
H 0.0 0.1 0.0
H 0.0 -0.1 0.0
H -0.2 0.0 -0.1
H 0.0 0.0 0.0
H 0.0 0.0 0.0
H 0.0 0.0 0.0
H 0.0 0.0 0.0
H -0.1 0.0 0.3
H 0.1 0.0 -0.1
H 0.0 0.0 0.0
H -0.1 0.0 0.0
H 0.0 0.0 0.0
H 0.0 0.0 0.0
H 0.0 0.0 0.0
H 0.0 0.0 0.0
H 0.0 0.0 0.0
H 0.0 0.0 0.0
H 0.0 -0.1 0.0
H 0.0 0.1 -0.1
H 0.0 0.0 0.0
H 0.0 0.0 0.0
H 0.0 0.0 0.0
H 0.0 0.0 0.0
H 0.0 0.0 0.0
H 0.0 0.0 0.0
H 0.0 0.0 0.0
H 0.0 0.0 0.0
H 0.0 0.0 0.0
H 0.0 0.0 0.0

HOMO level (alpha / beta) = -3.11 / -3.93 eV
total charge = -1
frontier orbital gap (alpha / beta) = 5.04 / 6.03 eV
energy = -103814.690 eV

2.
Below is a molecular structure, C23H41BrGdP2 at a distorted geometry, with properties calculated with ωB97M-V/def2-TZVPD.

Each line ends with the Löwdin spin population.
Positions of all 68 atoms, in Å:
Gd 2.050 0.034 0.701  7.686
Br 4.694 0.288 0.291  0.013
P 0.227 1.249 -2.293  0.006
P 0.896 -1.458 -0.936  0.029
C 2.354 -3.395 2.776  -0.001
C -2.420 0.403 -0.274  -0.081
C -4.915 1.438 -2.124  -0.006
C 0.538 -0.124 3.001  0.007
C 2.306 1.609 3.802  0.009
C 1.511 0.065 -1.854  0.054
C 1.900 -1.978 2.810  0.000
C 0.790 1.764 -3.980  0.000
C -2.371 -0.075 -1.638  -0.594
C 2.456 -2.418 -0.696  0.017
C -4.702 1.554 -0.803  -0.004
C 0.554 -1.514 2.699  -0.001
C 1.866 0.263 3.353  0.006
C 2.710 -0.885 3.236  0.005
C -3.995 1.148 -3.298  -0.017
C -3.398 1.631 -0.033  -0.053
C -1.601 0.600 -2.674  -0.078
C 0.110 2.872 -1.521  0.030
C 4.127 -0.971 3.677  0.001
C -0.631 -2.381 2.474  0.000
C -0.651 0.758 3.097  0.009
C -2.551 1.689 -3.241  -0.042
C 0.037 -2.285 -2.292  -0.011
H -3.037 -0.896 -1.929  -0.020
H -0.596 -3.241 3.164  0.000
H -0.795 3.432 -1.821  0.002
H -1.020 -2.016 -2.273  -0.009
H 0.144 2.832 -0.418  0.024
H 2.639 -3.738 3.792  -0.001
H -2.714 -0.425 0.403  -0.007
H 3.092 1.513 4.563  0.000
H -0.768 1.117 4.132  0.000
H -2.877 2.590 -0.218  -0.001
H 2.729 -2.737 -1.709  0.001
H -5.580 1.665 -0.144  0.000
H -5.951 1.558 -2.464  0.000
H -1.388 -0.178 -3.431  -0.007
H -0.659 -2.767 1.443  0.000
H -0.555 1.645 2.454  0.007
H -2.488 2.599 -2.627  -0.001
H 2.271 -3.299 -0.063  0.000
H 3.344 -1.880 -0.286  0.006
H -4.474 1.586 -4.180  -0.002
H 1.483 2.200 4.228  0.000
H -2.240 2.013 -4.246  -0.006
H 2.389 0.636 -1.414  0.021
H 0.437 -1.986 -3.269  0.001
H -1.577 0.244 2.814  0.000
H 3.232 -3.522 2.125  0.000
H -3.971 0.064 -3.492  -0.002
H 4.276 -0.427 4.625  0.000
H -0.024 1.966 -4.682  0.000
H -1.393 0.728 0.011  -0.004
H 4.797 -0.516 2.932  0.000
H 0.974 3.457 -1.881  0.000
H -1.575 -1.852 2.668  0.000
H 1.362 2.692 -3.872  0.000
H 4.454 -2.015 3.807  0.000
H 1.455 1.027 -4.439  0.000
H 2.733 2.202 2.980  0.007
H 1.938 -0.334 -2.781  0.005
H 0.108 -3.379 -2.217  0.000
H -3.649 1.647 1.047  -0.003
H 1.583 -4.084 2.409  0.000

Atomic forces in eV per Å
Gd 0.1 0.9 5.6
Br 0.4 0.3 -0.5
P -2.2 0.8 -2.7
P -1.2 -1.4 -0.5
C 0.3 -0.6 0.0
C -0.1 0.6 1.3
C -0.3 -0.1 0.3
C 0.8 -0.6 -0.2
C 0.2 0.5 0.2
C 1.0 -0.2 -0.4
C -0.2 1.0 0.1
C 0.1 0.0 0.0
C 0.2 -1.4 0.7
C 0.5 -0.1 -0.7
C -0.2 0.3 -0.1
C 0.7 0.7 -0.2
C 0.1 -0.9 -0.5
C -1.0 0.2 0.0
C -0.1 0.5 -0.1
C 0.2 -0.5 0.4
C 0.9 -0.5 -0.5
C 0.6 0.6 1.1
C 0.7 0.1 -0.1
C -0.4 -0.4 -0.1
C -0.4 0.5 0.2
C 0.7 0.7 -0.4
C -0.2 -0.5 -0.8
H 0.4 0.4 0.0
H -0.1 0.2 -0.3
H 0.3 -0.6 -0.1
H 0.1 -0.1 0.1
H 0.0 0.0 -0.5
H -0.1 0.1 -0.5
H 0.2 0.5 -0.3
H -0.2 0.1 -0.1
H -0.1 0.0 -0.3
H -0.2 -0.4 -0.1
H 0.2 -0.1 0.2
H 0.3 0.1 -0.6
H 0.3 -0.3 0.3
H 0.0 0.6 -0.2
H -0.2 -0.1 0.3
H -0.1 0.0 0.1
H -0.3 -0.3 0.0
H -0.2 0.4 -0.2
H -0.6 -0.3 -0.3
H 0.1 0.0 0.1
H 0.2 -0.2 -0.1
H 0.0 -0.2 0.2
H -0.7 -0.4 -0.8
H 0.0 -0.2 0.1
H 0.2 0.1 0.1
H -0.1 -0.1 0.3
H -0.1 0.3 0.0
H 0.0 -0.3 -0.3
H 0.0 -0.1 0.3
H -0.4 -0.1 0.3
H 0.0 -0.1 0.3
H -0.3 -0.2 0.3
H 0.3 -0.2 -0.1
H 0.0 -0.2 0.0
H -0.2 0.4 0.0
H -0.2 0.0 0.1
H 0.0 0.1 0.1
H -0.2 0.3 -0.2
H 0.1 0.3 0.1
H 0.3 0.0 -0.6
H 0.0 0.2 0.1

HOMO level (alpha / beta) = -9.04 / -9.61 eV
total charge = +1
expectation value of S² = 16.796
spin multiplicity = 8
frontier orbital gap (alpha / beta) = 5.70 / 6.38 eV
energy = -133962.076 eV